Entry 1:
This record from the Open Molecules 2025 dataset describes a cluster of 5 separate species, H10O5 in total. The level of theory is ωB97M-V/def2-TZVPD.

Each atom is followed by the atoms it is bonded to, with distances in Å.
CARTESIAN COORDINATES (ANGSTROEM)
1 O 1.77214 2.11236 -1.23275  H2 0.990, H3 0.947
2 H 2.15656 1.21916 -1.04916  O1 0.990
3 H 0.90885 2.05832 -0.84639  O1 0.947
4 O -0.80861 -1.23861 1.85665  H5 0.913, H6 1.017
5 H -1.51620 -1.25910 2.43353  O4 0.913
6 H -0.00898 -0.89800 2.38407  O4 1.017
7 O 1.22984 -0.93303 -0.73149  H8 0.947, H9 0.997
8 H 1.52969 -1.03062 0.16200  O7 0.947
9 H 0.77264 -0.05891 -0.58777  O7 0.997
10 O -0.58734 1.55000 -0.22117  H11 0.959, H12 0.913
11 H -0.99232 0.84987 -0.73555  O10 0.959
12 H -0.85741 1.29229 0.61182  O10 0.913
13 O -1.55176 -1.02558 -0.77369  H14 0.951, H15 0.952
14 H -0.96953 -1.54270 -1.31899  O13 0.951
15 H -1.07756 -1.09545 0.04889  O13 0.952

Computed properties:
- LUMO energy (eV) = -0.191
- charge = 0
- Kohn-Sham gap (eV) = 10.476
- energy relative to the best compared isomer or geometry (same formula, charge and spin) (eV) = 1.290
- structure (SMILES) = O.O.O.O.O


Entry 2:
This record from the Open Molecules 2025 dataset describes an isolated molecule of C18H18F3N3O3. The level of theory is ωB97M-V/def2-TZVPD.

Each atom is followed by the atoms it is bonded to, with distances in Å.
CARTESIAN COORDINATES (ANGSTROEM)
1 C -6.52213 -0.23843 2.04860  C2 1.483, H43 1.086, H44 1.089, H45 1.089
2 C -5.75034 -0.75858 0.89375  C1 1.483, N3 1.307, C6 1.421
3 N -5.95104 -1.95377 0.40565  C2 1.307, O4 1.356
4 O -5.09640 -2.12169 -0.63372  N3 1.356, C5 1.345
5 C -4.35693 -1.00917 -0.78638  O4 1.345, C6 1.365, C8 1.487
6 C -4.72594 -0.10002 0.16210  C2 1.421, C5 1.365, H7 1.069
7 H -4.33590 0.88337 0.31904  C6 1.069
8 C -3.32679 -0.98190 -1.85838  C5 1.487, H9 1.090, C10 1.534, H42 1.092
9 H -2.94721 0.03458 -1.95722  C8 1.090
10 C -2.16288 -1.92745 -1.53488  C8 1.534, C11 1.529, H40 1.091, H41 1.091
11 C -1.39768 -1.46538 -0.29432  C10 1.529, H12 1.097, H13 1.094, O14 1.421
12 H -2.08391 -1.42665 0.56037  C11 1.097
13 H -0.59339 -2.17420 -0.07399  C11 1.094
14 O -0.86409 -0.17193 -0.54367  C11 1.421, C15 1.369
15 C 0.43308 0.08319 -0.18891  O14 1.369, C16 1.405, C20 1.403
16 C 1.24801 0.63631 -1.19091  C15 1.405, C17 1.381, C36 1.497
17 C 2.56659 0.93088 -0.90712  C16 1.381, C18 1.394, H35 1.079
18 C 3.08593 0.68520 0.36250  C17 1.394, C19 1.392, C26 1.441
19 C 2.25889 0.17656 1.36025  C18 1.392, C20 1.385, H25 1.079
20 C 0.92989 -0.11796 1.10723  C15 1.403, C19 1.385, C21 1.501
21 C 0.05439 -0.58174 2.23531  C20 1.501, H22 1.089, H23 1.088, H24 1.087
22 H -0.05586 -1.66560 2.23850  C21 1.089
23 H -0.93418 -0.13482 2.15817  C21 1.088
24 H 0.49538 -0.28815 3.18449  C21 1.087
25 H 2.66851 0.02815 2.34713  C19 1.079
26 C 4.46862 0.97995 0.64293  C18 1.441, N27 1.312, N30 1.375
27 N 5.06105 0.79497 1.79842  C26 1.312, O28 1.353
28 O 6.34119 1.19698 1.62751  N27 1.353, C29 1.335
29 C 6.43474 1.60328 0.35908  O28 1.335, N30 1.289, C31 1.498
30 N 5.32995 1.49704 -0.29565  C26 1.375, C29 1.289
31 C 7.74211 2.11577 -0.16160  C29 1.498, F32 1.330, F33 1.338, F34 1.338
32 F 7.65009 2.49408 -1.43330  C31 1.330
33 F 8.17107 3.17019 0.54172  C31 1.338
34 F 8.69867 1.18250 -0.08830  C31 1.338
35 H 3.21180 1.34438 -1.66626  C17 1.079
36 C 0.66887 0.89561 -2.54704  C16 1.497, H37 1.089, H38 1.086, H39 1.088
37 H -0.12488 1.63735 -2.47684  C36 1.089
38 H 1.43321 1.25718 -3.22844  C36 1.086
39 H 0.22948 -0.01420 -2.95201  C36 1.088
40 H -2.54403 -2.93387 -1.35668  C10 1.091
41 H -1.48239 -1.95794 -2.38684  C10 1.091
42 H -3.78459 -1.29019 -2.80038  C8 1.092
43 H -7.22489 -0.99393 2.38659  C1 1.086
44 H -7.06715 0.65873 1.75943  C1 1.089
45 H -5.84892 0.02131 2.86410  C1 1.089

Computed properties:
- LUMO energy (eV) = 0.259
- charge = 0
- Kohn-Sham gap (eV) = 9.055
- energy relative to the best compared isomer or geometry (same formula, charge and spin) (eV) = 2.530
- structure (SMILES) = Cc1cc(CCCOc2c(C)cc(-c3noc(C(F)(F)F)n3)cc2C)on1


Entry 3:
This record from the Open Molecules 2025 dataset describes a cluster of 6 separate species, C21H42O15S3 in total. The level of theory is ωB97M-V/def2-TZVPD.

Each atom is followed by the atoms it is bonded to, with distances in Å.
CARTESIAN COORDINATES (ANGSTROEM)
1 O 5.18602 0.33267 0.95522  C2 1.190
2 C 4.55899 1.34074 1.03001  O1 1.190, O3 1.362, C6 1.506
3 O 4.28408 2.12920 -0.04591  C2 1.362, C4 1.435
4 C 3.58930 3.31211 0.37445  O3 1.435, C5 1.510, H7 1.090, H8 1.090
5 C 3.91101 3.45914 1.84221  C4 1.510, C6 1.535, H9 1.088, H10 1.090
6 C 3.98538 1.98526 2.26486  C2 1.506, C5 1.535, H11 1.091, H12 1.087
7 H 2.51297 3.24635 0.21723  C4 1.090
8 H 4.01933 4.10759 -0.23339  C4 1.090
9 H 3.14106 3.95242 2.43239  C5 1.088
10 H 4.87885 3.94719 1.95381  C5 1.090
11 H 2.99566 1.57336 2.46898  C6 1.091
12 H 4.66085 1.80045 3.09677  C6 1.087
13 O 1.19066 -3.38029 4.08440  C14 1.194
14 C 1.68016 -2.71559 3.22144  O13 1.194, O15 1.361, C18 1.517
15 O 3.02722 -2.75077 3.03009  C14 1.361, C16 1.412
16 C 3.46935 -1.72410 2.16706  O15 1.412, C17 1.558, H19 1.085, H20 1.088
17 C 2.19442 -1.33609 1.36077  C16 1.558, C18 1.524, H21 1.089, H22 1.090
18 C 1.02772 -1.75133 2.24968  C14 1.517, C17 1.524, H23 1.089, H24 1.087
19 H 4.22237 -2.04701 1.45633  C16 1.085
20 H 3.78388 -0.84262 2.72113  C16 1.088
21 H 2.21108 -1.85536 0.40417  C17 1.089
22 H 2.26722 -0.27685 1.11382  C17 1.090
23 H 0.28682 -2.31024 1.68061  C18 1.089
24 H 0.50266 -0.97349 2.79762  C18 1.087
25 O 5.44914 2.29413 -3.82435  C26 1.191
26 C 4.25953 2.27481 -3.86674  O25 1.191, O27 1.370, C30 1.533
27 O 3.56374 3.38204 -4.27647  C26 1.370, C28 1.433
28 C 2.15328 3.15943 -4.16145  O27 1.433, C29 1.518, H31 1.089, H32 1.091
29 C 2.03758 1.64549 -4.17364  C28 1.518, C30 1.516, H33 1.092, H34 1.093
30 C 3.30198 1.12960 -3.51580  C26 1.533, C29 1.516, H35 1.085, H36 1.093
31 H 1.59528 3.54949 -5.01103  C28 1.089
32 H 1.78418 3.63491 -3.25093  C28 1.091
33 H 1.93105 1.32621 -5.21261  C29 1.092
34 H 1.14710 1.27332 -3.66126  C29 1.093
35 H 3.79610 0.21524 -3.82640  C30 1.085
36 H 3.19402 1.14916 -2.42828  C30 1.093
37 O -0.71653 -0.02101 0.67909  S38 1.437
38 S -0.38341 0.61019 -0.56785  O37 1.437, O39 1.446, O40 1.612, C43 1.781
39 O 0.61694 1.65339 -0.61115  S38 1.446
40 O 0.18126 -0.45952 -1.63389  S38 1.612, C41 1.437
41 C -0.52756 -1.70323 -1.75566  O40 1.437, C42 1.523, H44 1.093, H45 1.090
42 C 0.44143 -2.86327 -1.94539  C41 1.523, H46 1.091, H47 1.090, H48 1.088
43 C -1.85884 1.15211 -1.40597  S38 1.781, H49 1.085, H50 1.091, H51 1.084
44 H -1.21887 -1.64291 -2.60000  C41 1.093
45 H -1.14592 -1.92025 -0.88517  C41 1.090
46 H -0.04794 -3.71981 -1.47993  C42 1.091
47 H 1.37017 -2.66224 -1.41124  C42 1.090
48 H 0.72010 -3.08983 -2.97218  C42 1.088
49 H -2.33842 1.85231 -0.72968  C43 1.085
50 H -2.46639 0.24795 -1.47117  C43 1.091
51 H -1.59003 1.54168 -2.38113  C43 1.084
52 O -3.41206 -2.00727 1.01829  S53 1.437
53 S -4.11556 -2.50025 -0.13379  O52 1.437, O54 1.431, O55 1.619, C58 1.815
54 O -3.75056 -2.10648 -1.45984  S53 1.431
55 O -3.96464 -4.10537 0.01003  S53 1.619, C56 1.439
56 C -4.36135 -4.93518 -1.09679  O55 1.439, C57 1.508, H59 1.095, H60 1.089
57 C -3.17243 -5.35172 -1.92592  C56 1.508, H61 1.089, H62 1.094, H63 1.089
58 C -5.91395 -2.31791 0.03460  S53 1.815, H64 1.088, H65 1.086, H66 1.086
59 H -5.08178 -4.38127 -1.70822  C56 1.095
60 H -4.93274 -5.78622 -0.72781  C56 1.089
61 H -3.51508 -6.03117 -2.70525  C57 1.089
62 H -2.44836 -5.88482 -1.30353  C57 1.094
63 H -2.60343 -4.50296 -2.30267  C57 1.089
64 H -6.09478 -1.30910 0.40041  C58 1.088
65 H -6.32151 -3.02569 0.75094  C58 1.086
66 H -6.30937 -2.49969 -0.96024  C58 1.086
67 O -4.49769 2.74218 2.74666  S68 1.443
68 S -3.70726 1.84405 1.93940  O67 1.443, O69 1.440, O70 1.618, C73 1.799
69 O -4.30867 1.36725 0.72148  S68 1.440
70 O -2.32719 2.58085 1.52549  S68 1.618, C71 1.435
71 C -1.75324 3.55420 2.40988  O70 1.435, C72 1.528, H74 1.089, H75 1.089
72 C -0.32159 3.11721 2.71709  C71 1.528, H76 1.089, H77 1.090, H78 1.091
73 C -3.07605 0.48976 2.94098  S68 1.799, H79 1.086, H80 1.087, H81 1.088
74 H -2.36868 3.67203 3.30112  C71 1.089
75 H -1.75817 4.51551 1.89795  C71 1.089
76 H 0.20388 3.74210 3.43768  C72 1.089
77 H 0.25701 3.14310 1.79398  C72 1.090
78 H -0.34731 2.08729 3.07528  C72 1.091
79 H -3.90756 -0.01115 3.42871  C73 1.086
80 H -2.33477 0.90488 3.61913  C73 1.087
81 H -2.59119 -0.23628 2.29148  C73 1.088

Computed properties:
- LUMO energy (eV) = 0.123
- charge = 0
- Kohn-Sham gap (eV) = 9.997
- energy relative to the best compared isomer or geometry (same formula, charge and spin) (eV) = 0.000
- structure (SMILES) = CCOS(C)(=O)=O.CCOS(C)(=O)=O.CCOS(C)(=O)=O.O=C1CCCO1.O=C1CCCO1.O=C1CCCO1


Entry 4:
This record from the Open Molecules 2025 dataset describes a cluster of 2 separate species, C10H18N3O in total. The level of theory is ωB97M-V/def2-TZVPD.

Each atom is followed by the atoms it is bonded to, with distances in Å.
CARTESIAN COORDINATES (ANGSTROEM)
1 C 0.68408 -1.44032 0.86607  C2 1.562, N4 1.485, H7 1.111, H8 1.072
2 C 2.17173 -1.82782 1.14550  C1 1.562, H9 1.082, H10 1.076, H16 1.099
3 C -0.60882 -2.58583 -0.85165  N4 1.370, N5 1.313, N6 1.356
4 N 0.08416 -2.68623 0.32530  C1 1.485, C3 1.370, H11 1.013
5 N 0.01806 -2.94471 -1.94828  C3 1.313, H12 1.008, H13 1.020
6 N -1.92472 -2.26365 -0.91639  C3 1.356, H14 1.045, H15 1.029
7 H 0.25562 -1.18048 1.85800  C1 1.111
8 H 0.57097 -0.59448 0.21681  C1 1.072
9 H 2.93839 -1.08055 0.99223  C2 1.082
10 H 2.58041 -2.61436 0.53485  C2 1.076
11 H -0.15098 -3.32616 1.07424  N4 1.013
12 H 0.99960 -3.17006 -1.97884  N5 1.008
13 H -0.43926 -2.93721 -2.86028  N5 1.020
14 H -2.47515 -2.16874 -0.03356  N6 1.045
15 H -2.46806 -1.96966 -1.73877  N6 1.029
16 H 2.17443 -2.11736 2.20523  C2 1.099
17 C 0.60519 0.78794 -1.74371  C19 1.506, H27 1.077, H28 1.090, H32 1.112
18 C -1.27998 1.71768 -0.39038  C19 1.373, C20 1.396, H25 1.070
19 C 0.07237 1.54663 -0.55653  C17 1.506, C18 1.373, C22 1.388
20 C -1.83243 2.65024 0.48879  C18 1.396, C21 1.411, H26 1.087
21 C -0.85668 3.19505 1.35100  C20 1.411, C23 1.365, O24 1.373
22 C 0.96847 2.32637 0.16221  C19 1.388, C23 1.411, H29 1.083
23 C 0.49720 3.18598 1.17653  C21 1.365, C22 1.411, H31 1.073
24 O -1.28670 3.87063 2.46631  C21 1.373, H30 0.976
25 H -1.96638 1.24666 -1.06216  C18 1.070
26 H -2.84756 2.95472 0.73147  C20 1.087
27 H -0.17731 0.27053 -2.27280  C17 1.077
28 H 1.32725 -0.01903 -1.61711  C17 1.090
29 H 2.04305 2.19010 0.14808  C22 1.083
30 H -1.99734 3.41943 2.96019  O24 0.976
31 H 1.12029 3.98842 1.52232  C23 1.073
32 H 1.20009 1.57631 -2.25465  C17 1.112

Computed properties:
- LUMO energy (eV) = -3.539
- charge = +1
- Kohn-Sham gap (eV) = 7.526
- energy relative to the best compared isomer or geometry (same formula, charge and spin) (eV) = 2.796


Entry 5:
This record from the Open Molecules 2025 dataset describes a cluster of 2 separate species, C4H13NOS in total. The level of theory is ωB97M-V/def2-TZVPD.

Each atom is followed by the atoms it is bonded to, with distances in Å.
CARTESIAN COORDINATES (ANGSTROEM)
1 C -0.25755 0.95215 -0.27687  C2 1.513, C5 1.519, H7 1.096, H8 1.098
2 C 0.90778 0.34938 0.47668  C1 1.513, C3 1.525, H9 1.095, H10 1.088
3 C 2.18156 0.14305 -0.33584  C2 1.525, S4 1.839, H11 1.093, H12 1.076
4 S 3.19800 1.66039 -0.54993  C3 1.839, H13 1.327
5 C -1.61600 0.67753 0.34416  C1 1.519, N6 1.483, H14 1.093, H15 1.100
6 N -1.82097 -0.73685 0.74044  C5 1.483, H16 1.007, H17 1.007
7 H -0.18215 0.65154 -1.32849  C1 1.096
8 H -0.19932 2.04598 -0.34771  C1 1.098
9 H 0.60651 -0.68272 0.68494  C2 1.095
10 H 1.09229 0.79557 1.45115  C2 1.088
11 H 1.93748 -0.13010 -1.36581  C3 1.093
12 H 2.74448 -0.64938 0.12479  C3 1.076
13 H 2.38350 2.48795 0.09313  S4 1.327
14 H -2.43195 1.02961 -0.29183  C5 1.093
15 H -1.74645 1.30695 1.23736  C5 1.100
16 H -2.79861 -0.91141 0.90824  N6 1.007
17 H -1.36498 -0.87023 1.62885  N6 1.007
18 H -1.11500 -2.07314 -0.62244  O20 0.973
19 H -0.68656 -3.06079 -1.76165  O20 0.966
20 O -0.83207 -2.98548 -0.80917  H18 0.973, H19 0.966

Computed properties:
- LUMO energy (eV) = 0.829
- charge = 0
- Kohn-Sham gap (eV) = 9.820
- energy relative to the best compared isomer or geometry (same formula, charge and spin) (eV) = 0.481
- structure (SMILES) = NCCCCS.O


Entry 6:
This record from the Open Molecules 2025 dataset describes an isolated molecule of C6H9N. The level of theory is ωB97M-V/def2-TZVPD.

Each atom is followed by the atoms it is bonded to, with distances in Å.
CARTESIAN COORDINATES (ANGSTROEM)
1 C -0.86927 1.85211 0.20251  C2 1.511, H8 1.097, H9 1.093, H10 1.096
2 C 0.04723 0.65792 0.06864  C1 1.511, C3 1.310, C5 1.505
3 C 0.87321 0.51840 -0.93861  C2 1.310, C4 1.306
4 C 1.72071 0.37296 -1.92171  C3 1.306, H11 1.088, H12 1.087
5 C 0.04210 -0.36075 1.17634  C2 1.505, C6 1.479, N7 1.462, H13 1.091
6 C -0.29571 -1.77272 0.89358  C5 1.479, N7 1.462, H14 1.087, H15 1.088
7 N -1.21855 -0.92927 1.65218  C5 1.462, C6 1.462, H16 1.017
8 H -1.91892 1.53831 0.26434  C1 1.097
9 H -0.76854 2.52750 -0.65111  C1 1.093
10 H -0.64431 2.40935 1.11954  C1 1.096
11 H 2.73032 0.77325 -1.85837  C4 1.088
12 H 1.44856 -0.15094 -2.83458  C4 1.087
13 H 0.74506 -0.15360 1.98403  C5 1.091
14 H 0.17475 -2.57167 1.46150  C6 1.087
15 H -0.54288 -2.02269 -0.13628  C6 1.088
16 H -1.98991 -0.62385 1.06319  N7 1.017

Computed properties:
- LUMO energy (eV) = 1.029
- charge = 0
- Kohn-Sham gap (eV) = 10.295
- energy relative to the best compared isomer or geometry (same formula, charge and spin) (eV) = 2.908
- structure (SMILES) = C=C=C(C)[C@@H]1CN1


Number 1: HOMO energy -10.67 eV. Number 2: HOMO energy -8.80 eV. Number 3: HOMO energy -9.87 eV. Number 4: HOMO energy -11.06 eV. Number 5: HOMO energy -8.99 eV. Number 6: HOMO energy -9.27 eV.